Entry 1:
Here is a structure of composition C4H6IN3 from OMol25. Energies are from ωB97M-V with the def2-TZVPD basis set.

Structure (XYZ):
```
14
Properties=species:S:1:pos:R:3:forces:R:3
C 0.10456 1.15422 -0.39111 -2.7140 2.0619 -0.7459
C -0.66869 0.90621 0.74059 -1.2618 2.8648 -1.3637
C 0.96242 0.08682 -0.55734 -0.3887 -1.8324 4.6117
C -0.16974 -0.23649 1.34683 0.8577 -0.7237 -0.4932
N 0.86666 -0.72804 0.53424 -3.3538 1.3832 1.5520
N 2.25729 -1.79166 0.20636 -3.6208 -2.3515 -7.2351
N 3.22161 -1.67797 0.75830 7.4332 -1.8283 6.0868
I 1.81004 2.90753 2.75134 0.3133 -0.4091 0.1490
H 0.06773 1.90411 -1.21086 -0.4864 -0.2259 1.1758
H -1.55464 1.46354 1.10818 0.9024 -0.1949 -0.3719
H 1.73268 -0.02019 -1.22799 1.4645 -0.5941 -1.5558
H -0.61241 -0.61497 2.30891 1.1806 -0.1880 -1.2436
H 1.02873 4.22227 2.34451 -0.2557 0.4052 -0.1187
H 3.54344 -1.15764 1.57680 -0.0705 1.6328 -0.4473
```
Positions in Å, forces in eV/Å.

Summary:
* expectation value of S²: 2.02
* spin multiplicity: 3
* HOMO-LUMO gap (spin up / spin down): 4.96 / 5.98 eV
* total energy: -617.6958 hartree

***

Entry 2:
Here is a structure of composition C35H52BrMgN9O4PSSbSe from OMol25. Energies are from ωB97M-V with the def2-TZVPD basis set.

Structure (XYZ):
```
106
Properties=species:S:1:pos:R:3:forces:R:3
Mg -0.55788 0.10264 -0.35038 0.3654 -0.0844 -0.3560
Br -1.97448 -3.64037 -1.99008 -0.0133 -0.0830 0.0030
C -0.39281 -3.75990 -0.94805 -0.0442 -0.0233 -0.0022
C 0.10568 -5.02073 -0.64765 -0.0214 0.0026 0.0603
C 1.24618 -5.08195 0.13319 -0.0195 0.0085 0.0183
C 1.83472 -3.90165 0.56498 0.0274 0.0048 -0.0490
C 1.26238 -2.70173 0.18149 0.0295 0.0020 0.0079
N 0.15534 -2.63094 -0.56474 0.0286 0.0467 -0.0664
C 1.88972 -1.37834 0.58847 -0.1081 -0.0401 -0.0719
O 2.91942 -1.39166 1.26773 -0.0297 -0.0184 -0.0972
O 1.28044 -0.34154 0.17502 0.0747 0.2679 0.2981
H -0.39737 -5.90650 -1.00661 0.0142 0.0058 -0.0009
H 1.66787 -6.04115 0.40545 0.0040 0.0039 -0.0168
H 2.73089 -3.88195 1.16771 -0.0203 -0.0067 0.0112
N -4.46923 -6.75303 2.38928 -0.0031 0.0148 0.0008
C -3.90043 -5.48406 2.36820 0.0276 0.0135 -0.0106
C -2.53787 -5.32407 2.09894 -0.0248 -0.0338 0.0065
C -1.96359 -4.06812 2.13037 0.0486 -0.0281 -0.0470
C -2.74088 -2.95613 2.41652 -0.0047 0.0133 0.0630
C -4.09093 -3.10052 2.69918 -0.0370 -0.0362 -0.0748
C -4.66693 -4.35745 2.67536 0.0038 0.0124 0.0141
S -1.99544 -1.36176 2.43873 -0.0414 -0.1423 0.0930
O -2.83638 -0.49926 3.22156 -0.0207 0.0721 -0.0494
O -0.62565 -1.54897 2.87390 0.0539 0.0099 -0.0602
N -1.88206 -0.90735 0.89796 -0.0198 0.1320 0.2535
C -2.92315 -0.80894 0.04291 -0.0492 -0.0973 -0.0707
N -4.19952 -1.06262 0.34784 -0.0307 0.0035 -0.0759
C -5.07700 -0.88108 -0.63130 0.0488 -0.0182 0.0531
C -4.73664 -0.43842 -1.90141 0.0269 -0.0147 -0.0424
C -3.39261 -0.20274 -2.12537 0.0082 -0.0715 0.0452
N -2.48528 -0.40995 -1.18447 -0.1832 0.2273 -0.0263
H -3.99071 -7.45318 1.84731 0.0124 -0.0016 -0.0055
H -5.46716 -6.78254 2.26114 -0.0111 0.0057 0.0032
H -1.92948 -6.19447 1.87875 -0.0055 0.0055 0.0086
H -0.90300 -3.94423 1.94841 -0.0049 0.0032 -0.0070
H -4.67926 -2.22096 2.91888 0.0085 -0.0138 0.0172
H -5.72158 -4.47286 2.89839 0.0144 -0.0066 -0.0011
H -6.11399 -1.09052 -0.38575 0.0252 -0.0069 0.0234
H -5.47798 -0.27917 -2.66948 0.0067 0.0037 0.0132
H -3.02954 0.15240 -3.08300 -0.0085 0.0141 0.0199
Se -1.62999 2.53604 0.27598 0.0685 -0.0328 -0.0589
C -0.89961 3.92312 -0.67494 0.1114 -0.1037 0.0470
N -0.42309 4.82791 -1.21685 -0.0566 -0.0056 0.0013
C 0.83264 2.43066 -5.76110 0.0295 0.0206 -0.0209
C 0.01447 1.76223 -4.66071 -0.0534 0.0658 -0.0455
C -0.88780 0.68253 -5.26447 0.0353 0.0134 -0.0109
C -0.88890 2.80158 -3.99390 -0.0356 0.0344 0.0218
Sb 1.18664 0.85316 -3.04956 -0.2503 -0.1978 0.0302
C 2.93209 2.14260 -2.77396 0.1006 0.0564 0.0491
C 3.89175 2.22632 -3.95643 -0.0085 0.0336 -0.0422
C 3.70035 1.62341 -1.55059 0.0089 0.0305 0.0171
C 2.38257 3.53136 -2.45275 -0.0009 0.0050 0.0132
C 2.03443 -0.94143 -3.99695 0.0380 -0.0175 -0.1089
C 0.96014 -2.02830 -3.94370 0.0014 -0.0056 -0.0643
C 2.48790 -0.76639 -5.44545 0.0315 -0.0098 -0.0025
C 3.22806 -1.39365 -3.15338 0.0163 -0.0137 -0.0236
H 0.16107 2.76736 -6.56113 0.0086 0.0040 0.0248
H 1.56945 1.75989 -6.20707 -0.0441 0.0231 -0.0006
H 1.35654 3.31370 -5.38790 -0.0238 -0.0527 -0.0239
H -1.65010 1.16634 -5.88676 0.0092 -0.0132 0.0038
H -1.40921 0.10291 -4.49715 0.0257 0.0144 -0.0077
H -0.34730 -0.01926 -5.89904 0.0238 -0.0019 0.0042
H -1.56030 3.23296 -4.74728 0.0189 -0.0054 0.0200
H -0.33830 3.62109 -3.53196 -0.0018 -0.0271 -0.0146
H -1.51054 2.35966 -3.20884 0.0066 -0.0011 -0.0114
H 4.28840 1.25130 -4.23971 0.0147 0.0095 0.0197
H 4.74858 2.85158 -3.67457 -0.0369 0.0165 -0.0032
H 3.43084 2.67893 -4.83534 0.0150 -0.0360 0.0188
H 4.33772 0.77419 -1.79625 -0.0146 -0.0143 0.0032
H 3.04248 1.31067 -0.73905 -0.0398 0.0180 0.0198
H 4.34649 2.42310 -1.16858 0.0123 -0.0134 -0.0352
H 1.81075 3.96162 -3.27797 0.0538 -0.0168 0.0383
H 3.21766 4.21041 -2.24078 -0.0188 -0.0127 0.0030
H 1.72830 3.52622 -1.57946 0.0181 0.0126 -0.0116
H 0.09828 -1.79532 -4.57115 0.0226 0.0067 0.0229
H 0.59984 -2.18904 -2.92966 -0.0038 0.0010 0.0459
H 1.38364 -2.97419 -4.30640 -0.0155 0.0158 0.0127
H 1.66189 -0.52390 -6.11299 -0.0219 -0.0131 0.0078
H 2.92468 -1.70883 -5.80112 -0.0131 0.0120 0.0177
H 3.24618 0.00720 -5.56146 0.0072 0.0042 0.0131
H 3.00096 -1.42668 -2.08451 -0.0199 -0.0108 0.0029
H 4.09341 -0.74385 -3.29506 -0.0372 -0.0228 0.0228
H 3.52501 -2.40349 -3.46276 -0.0013 0.0136 0.0120
C 2.65596 1.78666 5.16283 -0.0115 -0.0084 -0.0804
N 2.87056 0.79698 4.02593 -0.0771 -0.0044 -0.0259
C 3.59446 1.51001 2.87046 -0.0576 0.0290 0.0324
N 2.90258 2.69219 2.49157 0.0009 -0.0483 -0.0443
C 2.70905 3.57489 3.63275 -0.0155 -0.0215 -0.0105
N 1.95699 2.94234 4.71683 -0.0199 -0.0141 0.0193
C 0.56008 2.65080 4.32192 0.1218 0.0318 0.0379
P 0.40060 1.49095 2.87405 -0.2479 -0.0565 0.1194
C 1.55533 0.21796 3.56733 0.0876 0.0809 0.0005
C 1.62938 2.38490 1.81710 0.0674 0.1038 0.0022
H 3.64869 2.05870 5.52502 0.0101 0.0149 0.0193
H 2.10214 1.26012 5.93944 -0.0105 0.0038 0.0105
H 3.46985 0.03791 4.34693 -0.0054 -0.0360 -0.0120
H 3.64344 0.78531 2.05582 -0.0040 0.0148 0.0166
H 4.58984 1.74762 3.25021 0.0139 -0.0009 0.0050
H 2.17494 4.46484 3.30394 -0.0012 -0.0059 -0.0019
H 3.68706 3.87181 4.02008 0.0043 0.0072 0.0036
H 0.07207 3.59497 4.07438 0.0025 -0.0019 -0.0035
H 0.02959 2.23380 5.18058 0.0111 -0.0026 0.0138
H 1.78383 -0.53159 2.81785 -0.0043 0.0012 0.0157
H 1.08550 -0.27795 4.41575 -0.0264 0.0060 0.0362
H 1.16739 3.31276 1.47315 0.0195 0.0022 0.0087
H 1.82719 1.77508 0.93991 0.0345 -0.0247 -0.0521
```
Positions in Å, forces in eV/Å.

Summary:
* HOMO-LUMO gap: 7.34 eV
* total energy: -8314.1180 hartree

***

Entry 3:
Here is a structure of composition C30H71N5O11SV from OMol25. Energies are from ωB97M-V with the def2-TZVPD basis set.

Structure (XYZ):
```
119
Properties=species:S:1:pos:R:3:forces:R:3
O 0.24063 2.36944 -1.14235 0.5253 -1.5405 -0.5874
V 0.00754 0.82462 -1.60847 -0.4513 1.5172 1.2049
O 0.20713 -0.20685 -0.39040 -0.4239 0.5373 -0.1768
S -1.92365 0.10336 -3.22787 -0.7139 3.2811 0.8521
O -2.66501 0.67584 -4.32788 0.6975 -0.0215 0.2080
O -2.34794 -1.19583 -2.85367 -0.0416 -1.5661 0.5441
O -0.37578 0.15947 -3.43007 -1.3013 -0.1825 -0.0328
O -1.99658 1.12355 -1.94368 1.4732 -2.5812 -2.1724
C 2.83288 2.19439 -3.26297 0.3592 -0.8253 -1.7799
C 2.69591 0.67936 -3.54357 -3.0828 1.4208 1.2792
C 3.90165 -0.06411 -3.91316 1.6007 0.0905 0.7271
O 3.63104 -1.31383 -4.44439 -0.3623 -0.5387 -1.2109
C 4.85477 -1.93745 -4.84376 -0.9397 0.1645 1.2283
N 1.92836 0.13965 -2.32005 1.7801 1.0202 -1.1409
H 3.51886 2.40016 -2.47339 0.7568 0.1786 0.6049
H 1.86595 2.58463 -2.95210 -0.0020 0.1122 -0.2885
H 3.19164 2.63674 -4.22394 -0.3171 0.1671 0.8943
H 2.02381 0.62996 -4.40569 -0.2309 -0.3261 0.2200
H 4.59027 -0.23279 -3.05786 -0.1167 0.4607 -0.0035
H 4.42712 0.55644 -4.64026 0.3036 0.1396 -0.2123
H 5.40243 -1.92377 -3.90911 1.1590 -0.0583 -0.0871
H 5.37896 -1.41919 -5.66825 -0.3119 -0.3002 0.3118
H 4.61621 -2.97948 -5.00547 0.0334 -0.1154 -0.6637
H 1.95509 -0.85862 -2.40784 -0.5322 -0.9148 0.2929
H 2.53033 0.37464 -1.53056 -0.0890 -0.2322 0.1248
C 0.87727 -5.07703 -1.31774 0.2243 -1.0744 -0.7615
C -0.29645 -4.13212 -1.58517 0.1299 0.2185 -1.6925
C -1.30273 -4.00579 -0.45206 0.1445 0.2778 0.7500
O -1.51385 -5.19373 0.32264 -0.1144 0.0080 -0.2524
C -2.17546 -6.22730 -0.38155 0.3007 -0.4034 -0.3514
N 0.25935 -2.79110 -1.97123 0.3429 -1.1574 2.2270
H 0.57483 -6.17535 -1.21902 0.3974 1.4881 0.0147
H 1.47579 -4.76633 -0.45064 -0.4227 -0.1227 -0.0464
H 1.57455 -4.98493 -2.18753 -0.5708 -0.2087 0.5606
H -0.89483 -4.42224 -2.47798 0.6051 -0.5770 0.3996
H -2.27438 -3.70116 -0.90347 0.5550 0.3565 0.5891
H -0.85620 -3.27848 0.27905 -0.9350 -0.4812 -0.6585
H -1.58805 -6.46598 -1.31322 -0.7163 -0.1078 0.7616
H -3.22439 -5.97791 -0.67339 0.6291 0.1231 0.1674
H -2.22002 -7.11594 0.29652 0.1599 0.6951 -0.6181
H -0.02580 -2.51309 -2.85825 -0.5978 0.0674 -2.1422
H -0.22932 -2.11673 -1.42133 -0.0258 0.7727 0.8211
C -2.25979 3.51454 -6.19915 -0.3253 -0.3376 -0.4872
C -1.31852 3.48635 -5.00059 -0.9110 1.0809 -0.2336
C -0.30128 4.62707 -5.05520 -1.2292 -0.7810 1.3241
O 0.29801 4.70215 -6.26625 1.1839 -0.0435 -1.5912
C 0.97376 5.90878 -6.34359 1.9947 -0.1065 0.2491
N -2.10285 3.72806 -3.79912 -1.0431 -0.3589 0.5808
H -2.91627 2.62211 -6.22303 0.4199 0.3558 0.2312
H -1.75824 3.56747 -7.17754 0.0333 0.0082 0.4268
H -2.91495 4.38790 -6.10379 0.0977 0.0259 -0.0395
H -0.86078 2.52661 -4.88750 0.7296 -0.6953 -0.4814
H 0.43807 4.56145 -4.27301 0.5967 -0.5955 0.6680
H -0.73036 5.58718 -4.83896 -1.2176 0.5114 0.1845
H 1.54594 6.20058 -5.41935 -0.9134 -0.3055 -0.2343
H 0.35010 6.71810 -6.66505 -0.5082 0.6069 -0.1108
H 1.78823 5.75002 -7.02523 0.2534 0.1954 -0.9026
H -2.97280 3.15406 -3.79667 1.0387 0.4404 -0.2139
H -1.55485 3.31136 -3.06208 -0.1156 0.0549 0.7159
C 2.14723 -4.30708 5.93628 1.8115 -1.2273 -0.4569
C 2.54895 -3.53016 4.62794 -1.8820 0.3616 0.9195
C 2.97342 -4.51612 3.52275 0.8073 0.4795 1.6841
C 2.89152 -3.84552 2.19442 1.1496 0.5404 -2.7529
C 1.47842 -3.33448 1.88009 0.7416 1.0937 1.2057
C 1.06149 -2.26895 2.91384 0.2674 0.5894 -0.6241
N 1.21700 -2.91744 4.17385 0.9820 -1.6353 1.5927
O 0.81367 -2.02467 5.18834 -0.0489 0.6624 0.7012
C 1.81574 -0.93547 2.75310 0.1873 -0.3618 -0.2498
C -0.42221 -1.96680 2.79721 -0.5014 -0.7229 -1.1548
C 3.58209 -2.44034 4.96547 0.1707 0.8591 -0.1500
H 3.04606 -4.78611 6.44470 -0.7196 0.4601 -0.8897
H 1.42416 -5.12987 5.75919 0.2771 0.6676 -0.1190
H 1.78775 -3.63687 6.67467 -0.6451 0.6831 0.4975
H 3.98153 -4.91881 3.83446 -0.8000 0.4371 -0.6862
H 2.28244 -5.34783 3.57580 -0.2312 -0.2736 -0.1474
H 3.13865 -4.55402 1.37248 -0.0162 0.1103 0.5163
H 3.66076 -3.02681 2.02210 -0.8237 -0.7857 0.6166
H 0.84204 -4.17857 2.01461 -0.9176 -0.6281 -0.1654
H 1.34116 -2.89185 0.90263 0.2984 -0.1173 -0.4181
H 2.77852 -1.06022 2.28574 0.5384 -0.0872 -0.0437
H 1.26883 -0.29603 2.10427 -0.6168 0.4793 -0.8463
H 1.92776 -0.36298 3.65909 0.0346 -0.1679 0.5972
H -0.70001 -1.92027 1.72632 0.0567 0.3474 0.5914
H -0.97096 -2.79456 3.23551 -0.2473 -0.2959 -0.0135
H -0.74226 -1.06708 3.29402 0.0849 0.5356 0.0762
H 4.53948 -2.88712 5.26457 -0.2813 0.0272 0.3037
H 3.22252 -1.67632 5.72076 0.3003 -1.2465 -0.6049
H 3.82641 -1.82759 4.08481 -0.1427 -0.3371 0.1077
H -0.14539 -2.11590 5.24790 0.1557 -0.2154 -0.0398
C -3.44621 2.68351 5.30423 0.5958 -0.2306 -0.2674
C -2.73795 2.45519 3.97247 -0.3494 0.4621 -1.2070
C -3.19013 1.13686 3.33238 0.8299 0.4786 -0.0209
C -2.61738 0.98384 1.91981 1.1117 0.3292 0.0221
C -3.19104 2.10911 1.02456 -0.0035 -0.0810 2.2653
C -2.82134 3.52170 1.62269 -1.6782 -0.6529 -0.5087
N -3.21015 3.54654 3.07063 0.6530 -0.1685 0.3369
O -2.76162 4.79746 3.68189 0.2423 -0.3473 -0.5246
C -1.40761 3.86225 1.19873 0.9241 -1.2703 1.1023
C -3.82875 4.53765 1.02961 1.5377 1.1065 0.2198
C -1.23354 2.40134 4.23062 0.4204 1.1866 0.8551
H -2.93618 2.07237 6.03089 0.0085 -0.2348 0.5728
H -4.49383 2.42445 5.29208 -0.3480 -0.0745 -0.2090
H -3.32250 3.72258 5.55956 -0.0461 0.2642 0.3298
H -2.76509 0.39024 4.03122 -0.7871 -0.1946 -0.4524
H -4.27566 1.18937 3.27576 -0.1903 -0.5619 0.2635
H -2.82423 0.00543 1.50483 -0.3142 -0.2272 -0.1549
H -1.50784 0.99900 1.99888 -0.5366 0.1593 -0.2699
H -4.25548 1.92769 1.19208 -0.3341 0.4838 -0.5962
H -2.94182 2.04196 -0.02524 0.1597 -0.0213 -0.1256
H -0.63296 3.07597 1.42592 -1.0459 0.4122 -0.3692
H -1.38240 4.00974 0.13762 0.0879 0.2318 -0.5439
H -1.05251 4.70561 1.74237 0.1762 1.1017 0.1890
H -4.83812 4.38799 1.36411 -0.4746 -0.5392 -0.1471
H -3.57099 5.56228 1.35356 0.0972 -0.2357 0.1324
H -3.70087 4.62088 -0.03473 -0.3719 -0.3729 -0.6642
H -0.96781 3.33536 4.77344 0.0085 -0.6002 -0.1155
H -0.52581 2.34867 3.40144 -0.5312 -0.1784 -0.1729
H -1.06821 1.55008 4.89292 0.2769 0.0314 0.0521
H -3.46407 5.43181 3.49602 -0.0710 -0.3049 -0.0291
```
Positions in Å, forces in eV/Å.

Summary:
* net charge: -1
* HOMO-LUMO gap: 8.49 eV
* total energy: -3629.2815 hartree

***

Entry 4:
Here is the molecule C4H11NO2 from OMol25. Energies are from ωB97M-V with the def2-TZVPD basis set.

Structure (XYZ):
```
18
Properties=species:S:1:pos:R:3:forces:R:3
N -1.25654 -0.94888 0.18166 -0.2502 0.6633 0.2657
C 0.08970 -0.38674 0.18077 -0.0920 -0.3635 -1.2245
C 1.16058 -1.42704 -0.09736 0.8666 -0.6586 0.7718
O 1.28504 -2.34584 0.99392 -0.0243 -0.1381 0.3866
C 0.16333 0.74033 -0.87007 0.3909 0.5711 0.5375
C 0.03036 2.14606 -0.24591 -1.7620 -0.2735 -0.9740
O -1.38134 2.49023 -0.12798 0.5887 -0.3241 0.3005
H -1.50910 -1.41486 1.03658 0.1189 -0.3167 -0.0187
H -1.44689 -1.51125 -0.63603 -0.0108 -0.0889 0.1174
H 0.29255 0.02951 1.16608 -0.0098 -0.0603 0.1309
H 2.14097 -0.93981 -0.14520 -0.1208 0.0805 -0.1210
H 1.05341 -2.01764 -1.01154 -0.4123 0.4364 -0.2641
H 0.85149 -3.19426 0.84374 -0.0272 0.4126 -0.2665
H -0.65284 0.63117 -1.57772 -0.1871 0.0007 -0.0674
H 1.06999 0.72279 -1.48540 0.1643 -0.2315 0.3351
H 0.40327 2.86893 -0.96946 0.2685 0.1890 0.3471
H 0.47497 2.24791 0.74161 0.4763 -0.0502 -0.0875
H -1.80371 1.75770 0.34538 0.0223 0.1517 -0.1690
```
Positions in Å, forces in eV/Å.

Summary:
* structure (SMILES): N[C@@H](CO)CCO
* HOMO-LUMO gap: 10.07 eV
* total energy: -364.2146 hartree

***

What is the total energy in the fourth record? -364.2146 hartree